[1]
{
  "formula": "C27H20BrHgN6O2S2",
  "method": "ωB97M-V with the def2-TZVPD basis set",
  "multiplicity": 2,
  "e_lumo_ev": [4.214, 4.214],
  "charge": -2,
  "elements": ["Hg", "N", "C", "S", "N", "N", "C", "C", "C", "C", "C", "C", "C", "O", "H", "H", "H", "H", "H", "H", "H", "Br", "C", "C", "C", "C", "O", "C", "C", "N", "C", "C", "C", "C", "C", "C", "C", "C", "N", "C", "C", "H", "H", "H", "H", "H", "H", "H", "H", "H", "H", "S", "C", "C", "N", "C", "H", "H", "H"],
  "xyz": [[-0.354, 0.324, 1.376], [0.793, -2.308, 4.974], [0.239, -1.713, 3.834], [0.253, 0.040, 3.844], [-0.188, -2.553, 2.949], [-0.815, -1.988, 1.856], [-1.097, -2.807, 0.915], [-1.782, -2.471, -0.322], [-1.855, -3.472, -1.303], [-2.458, -3.272, -2.527], [-3.014, -2.008, -2.796], [-2.981, -1.003, -1.859], [-2.392, -1.184, -0.565], [-2.425, -0.248, 0.300], [1.452, -1.708, 5.439], [1.129, -3.244, 4.799], [-0.790, -3.848, 1.045], [-1.405, -4.436, -1.079], [-2.488, -4.062, -3.268], [-3.470, -1.821, -3.764], [-3.405, -0.025, -2.064], [-3.778, 5.038, -3.495], [-2.925, 4.165, -2.009], [-3.344, 4.454, -0.717], [-2.696, 3.832, 0.336], [-1.620, 2.924, 0.165], [-0.984, 2.496, 1.205], [-1.259, 2.588, -1.193], [-0.292, 1.586, -1.604], [0.328, 0.690, -0.862], [1.089, -0.299, -1.426], [1.064, -0.656, -2.799], [1.878, -1.662, -3.299], [2.744, -2.382, -2.484], [2.760, -2.123, -1.091], [3.540, -2.858, -0.178], [3.472, -2.585, 1.176], [2.622, -1.571, 1.608], [1.892, -0.844, 0.777], [1.931, -1.087, -0.545], [-1.915, 3.257, -2.243], [-4.157, 5.146, -0.544], [-2.996, 4.038, 1.358], [-0.094, 1.586, -2.673], [0.354, -0.183, -3.463], [1.807, -1.911, -4.353], [3.375, -3.168, -2.889], [4.175, -3.654, -0.554], [4.049, -3.155, 1.897], [2.511, -1.339, 2.667], [-1.623, 3.027, -3.262], [2.204, 3.042, 3.807], [1.392, 4.327, 3.016], [1.510, 4.184, 1.674], [2.257, 3.106, 1.252], [2.670, 2.415, 2.267], [0.831, 5.064, 3.569], [1.039, 4.823, 0.938], [3.239, 1.494, 2.189]],
  "lowdin_spin": [0.0013, 0.0000, 0.0003, 0.0017, 0.0010, -0.0010, 0.0003, 0.0000, 0.0009, 0.0011, 0.0023, 0.0012, 0.0005, -0.0015, 0.0000, 0.0000, 0.0000, 0.0000, 0.0000, 0.0000, 0.0003, -0.0026, -0.0011, 0.0563, 0.0103, 0.0352, 0.0326, 0.0044, 0.2094, 0.0044, 0.0927, 0.0996, 0.0280, 0.1289, 0.0018, 0.0782, 0.0297, 0.0631, 0.0328, -0.0120, 0.0530, 0.0041, -0.0010, 0.0150, 0.0104, -0.0012, 0.0087, 0.0034, 0.0005, 0.0041, 0.0017, 0.0003, 0.0001, 0.0001, 0.0001, -0.0001, 0.0000, 0.0001, 0.0003]
}

=====

[2]
{
  "formula": "C9H23AlBe2ClF6NO12S",
  "method": "ωB97M-V with the def2-TZVPD basis set",
  "multiplicity": 1,
  "e_lumo_ev": -4.631,
  "elements": ["O", "S", "O", "C", "C", "O", "C", "C", "O", "C", "O", "H", "H", "H", "H", "H", "H", "H", "H", "H", "H", "H", "H", "O", "H", "H", "H", "O", "H", "H", "O", "C", "O", "C", "C", "C", "H", "H", "H", "H", "H", "H", "F", "Al", "F", "F", "F", "F", "Be", "F", "N", "O", "O", "O", "Be", "Cl"],
  "xyz": [[0.832, -1.664, -1.530], [0.755, -0.400, -2.358], [0.313, -0.690, -3.776], [-0.529, 0.674, -1.554], [-1.717, 1.040, -2.573], [-2.777, 1.552, -1.736], [-3.925, 1.922, -2.508], [-4.735, 0.678, -3.116], [-5.922, 0.516, -2.330], [-6.190, -0.844, -1.966], [-6.474, -0.838, -0.540], [2.022, 0.193, -2.331], [0.003, 1.591, -1.163], [-1.002, 0.084, -0.703], [-1.293, 1.804, -3.289], [-2.006, 0.063, -3.063], [-4.647, 2.433, -1.787], [-3.707, 2.698, -3.312], [-5.060, 1.001, -4.165], [-4.110, -0.248, -3.253], [-5.328, -1.558, -2.104], [-7.132, -1.247, -2.450], [-6.091, 0.009, -0.233], [-3.816, 4.940, -4.602], [-3.593, 5.333, -3.725], [-3.215, 5.274, -5.309], [-4.762, 5.088, -4.834], [-2.771, 1.503, 1.290], [-3.136, 2.280, 1.749], [-2.897, 1.717, 0.350], [4.772, -0.004, -0.232], [4.738, -1.186, 0.003], [5.799, -1.907, 0.453], [5.434, -3.294, 0.521], [3.928, -3.306, 0.609], [3.546, -2.081, -0.194], [5.804, -3.796, -0.379], [5.898, -3.751, 1.396], [3.481, -4.230, 0.239], [3.616, -3.173, 1.649], [3.443, -2.309, -1.258], [2.640, -1.617, 0.189], [4.675, -0.215, 5.858], [5.015, -0.710, 4.184], [6.042, -2.131, 4.191], [5.850, 0.619, 3.334], [3.513, -1.080, 3.356], [7.066, -0.839, 6.575], [-4.129, 1.311, 3.010], [-2.991, 2.330, 4.874], [0.811, -0.822, 4.765], [0.259, 0.276, 4.919], [0.578, -1.492, 3.752], [1.591, -1.247, 5.624], [7.093, 1.410, 2.140], [4.437, -1.661, 7.345]],
  "mulliken_charge": [-0.5708, 0.9742, -0.6643, -0.7644, -0.4298, -0.2322, -0.1194, -0.3882, -0.3955, -0.0538, -0.4937, 0.2239, 0.3762, 0.3398, 0.1735, 0.3405, 0.4240, -0.1685, 0.2289, 0.3460, 0.2287, 0.2442, 0.3018, -0.5422, 0.4717, 0.4683, 0.4726, -0.4587, 0.3083, 0.4244, -0.6236, 0.4662, -0.3861, -0.4323, -0.5119, -0.0178, 0.2598, 0.3599, 0.3598, 0.1681, 0.1125, 0.2350, -0.2450, 0.6243, -0.4097, -0.2108, -0.2914, -0.5209, 0.4778, -0.6396, 1.0768, -0.5388, -0.5397, -0.4793, 0.4324, 0.2086]
}

=====

no.,calculated total energy (eV)
1,-137247.7523
2,-82808.3398